The following is a quantum chemistry calculation of a 5-piece molecular cluster, C27H44BrN4O9PS4 overall in a non-equilibrium geometry, from the OMol25 dataset.

The geometry in XYZ format:
```
90
C27H44BrN4O9PS4, DFT wB97M-V/def2-TZVPD
H -1.961 2.952 -3.084
N -1.842 3.291 -2.131
C -2.059 2.368 -1.299
C -1.923 2.645 0.174
C -2.481 0.959 -1.684
C -1.518 -0.098 -1.214
C -1.775 -0.965 -0.171
Br -3.396 -0.813 0.805
C -0.825 -1.940 0.215
P -1.112 -3.128 1.539
O -2.451 -3.771 1.534
C 0.378 -2.015 -0.447
C 0.690 -1.146 -1.508
N 1.898 -1.276 -2.131
C 2.110 -0.441 -3.108
N 3.330 -0.473 -3.777
C 1.141 0.548 -3.496
N -0.009 0.667 -2.921
C -0.266 -0.194 -1.886
H -1.189 3.425 0.339
H -1.635 1.733 0.693
H -2.893 2.959 0.555
H -2.518 0.907 -2.771
H -3.488 0.746 -1.337
H -0.127 -4.119 1.371
H -0.800 -2.488 2.754
H 1.109 -2.763 -0.173
H 3.544 -1.441 -3.991
H 3.257 0.005 -4.666
H 1.387 1.233 -4.301
O -0.034 -1.982 7.463
S -0.884 -1.547 6.385
O -0.325 -1.126 5.122
C -2.136 -2.795 6.099
C -3.277 -2.399 7.030
C -3.413 -0.876 6.904
C -2.002 -0.279 7.000
H -1.715 -3.775 6.308
H -2.435 -2.729 5.053
H -4.200 -2.912 6.765
H -3.027 -2.667 8.059
H -3.853 -0.629 5.936
H -4.063 -0.463 7.674
H -1.883 0.613 6.392
H -1.718 -0.068 8.029
O -7.248 -5.896 2.347
S -7.097 -5.051 1.188
O -7.965 -3.916 0.990
C -5.388 -4.545 1.057
C -4.732 -5.640 0.227
C -5.718 -5.953 -0.908
C -7.113 -6.088 -0.283
H -4.964 -4.437 2.051
H -5.365 -3.589 0.536
H -3.764 -5.316 -0.145
H -4.578 -6.530 0.841
H -5.717 -5.131 -1.627
H -5.442 -6.858 -1.446
H -7.906 -5.743 -0.942
H -7.318 -7.107 0.039
O 3.341 2.912 -5.861
S 4.610 2.284 -5.578
O 4.770 0.856 -5.736
C 5.888 3.113 -6.516
C 6.348 4.229 -5.580
C 6.438 3.600 -4.180
C 5.154 2.791 -3.954
H 5.474 3.462 -7.459
H 6.681 2.389 -6.698
H 7.301 4.647 -5.901
H 5.611 5.035 -5.575
H 7.305 2.938 -4.132
H 6.557 4.356 -3.405
H 5.319 1.909 -3.346
H 4.366 3.396 -3.517
O 3.876 4.801 -1.700
S 3.990 3.690 -0.785
O 4.364 2.376 -1.244
C 5.058 4.168 0.569
C 4.109 4.783 1.593
C 2.882 3.862 1.633
C 2.480 3.570 0.182
H 5.816 4.856 0.200
H 5.525 3.261 0.951
H 4.583 4.870 2.570
H 3.813 5.784 1.272
H 3.142 2.930 2.139
H 2.056 4.312 2.182
H 2.067 2.572 0.054
H 1.784 4.312 -0.207
```

**Net charge**: 0
**Frontier orbital gap**: 8.28 eV
**SMILES string**: [H]/N=C(/C)Cc1c(Br)c([PH2]=O)cc2nc(N)cnc12.O=S1(=O)CCCC1.O=S1(=O)CCCC1.O=S1(=O)CCCC1.O=S1(=O)CCCC1
**Largest force on an atom**: 1.40 eV Å⁻¹
**Total energy**: -6459.52068 Ha


The following is a quantum chemistry calculation of a 2-piece molecular cluster, C7H12N2O overall in a non-equilibrium geometry, from the OMol25 dataset.

The geometry in XYZ format:
```
22
C7H12N2O, DFT wB97M-V/def2-TZVPD
C -2.675 0.885 -0.098
C -1.380 0.314 0.446
C -1.396 -1.204 0.719
C 0.047 -1.640 0.503
C 0.521 -1.835 -0.898
C 0.733 -0.489 -0.230
C 2.074 -0.065 0.124
N 3.155 0.228 0.424
N -0.241 0.549 -0.472
H -2.950 0.397 -1.044
H -3.488 0.719 0.622
H -2.587 1.967 -0.272
H -1.134 0.826 1.391
H -1.736 -1.426 1.738
H -2.072 -1.717 0.018
H 0.582 -2.151 1.303
H 1.400 -2.458 -1.060
H -0.216 -1.849 -1.704
H -0.547 0.539 -1.442
O 4.123 3.163 0.011
H 3.280 2.906 -0.428
H 4.508 2.341 0.349
```

**Energy relative to the best compared isomer or geometry (same formula, charge and spin)**: 124.1 kJ/mol
**Net charge**: 0
**Frontier orbital gap**: 10.55 eV
**SMILES string**: C[C@H]1C[C@H]2C[C@@]2(C#N)N1.O
**Largest force on an atom**: 1.25 eV Å⁻¹
**Total energy**: -458.64159 Ha


The following is a quantum chemistry calculation of a 6-piece molecular cluster, H12O6 overall in a non-equilibrium geometry, from the OMol25 dataset.

The geometry in XYZ format:
```
18
H12O6, DFT wB97M-V/def2-TZVPD
O 2.972 -0.542 -0.101
H 3.507 -0.917 0.637
H 2.284 -1.232 -0.355
O 0.453 -2.345 -0.566
H 0.127 -2.042 0.299
H -0.142 -1.854 -1.127
O -1.051 -0.936 1.420
H -1.630 -1.252 0.666
H -1.269 -0.004 1.480
O 1.465 1.722 -0.074
H 1.793 2.536 0.303
H 2.242 1.171 -0.024
O -2.726 -0.457 -0.616
H -3.630 -0.053 -0.455
H -2.126 0.325 -0.807
O -1.151 1.823 -0.071
H -0.232 1.613 0.148
H -0.888 2.441 -0.756
```

**Energy relative to the best compared isomer or geometry (same formula, charge and spin)**: 83.9 kJ/mol
**Net charge**: 0
**Frontier orbital gap**: 11.68 eV
**SMILES string**: O.O.O.O.O.O
**Largest force on an atom**: 1.91 eV Å⁻¹
**Total energy**: -458.64051 Ha


The following is a quantum chemistry calculation of C11H7N2O6Sc as an isolated structure in a non-equilibrium geometry, from the OMol25 dataset.

The geometry in XYZ format:
```
27
C11H7N2O6Sc, DFT wB97M-V/def2-TZVPD
O -1.009 -2.987 -2.258
C -0.317 -2.071 -2.247
Sc 0.748 -0.473 -2.196
O 2.817 -1.918 -0.394
C 2.098 -1.419 -1.080
C 1.873 1.043 -2.309
O 2.526 2.015 -2.354
C -0.557 0.471 -3.550
O -0.391 1.517 -4.026
C 1.596 -1.108 -3.909
O 2.044 -1.463 -4.879
H -1.520 -0.132 -3.735
N -1.327 0.032 4.731
C -1.011 1.040 3.786
O -0.945 2.221 4.147
C -0.733 0.673 2.353
C -0.800 -0.611 1.866
C -0.437 -0.882 0.552
N -0.045 0.089 -0.255
C 0.009 1.351 0.155
C -0.334 1.679 1.453
H -1.478 0.356 5.662
H -1.374 -0.893 4.507
H -1.102 -1.470 2.497
H -0.455 -1.953 0.235
H 0.372 2.163 -0.531
H -0.249 2.730 1.778
```

**Energy relative to the best compared isomer or geometry (same formula, charge and spin)**: 549.6 kJ/mol
**Net charge**: +2
**Frontier orbital gap (spin up / spin down)**: 5.31 / 5.10 eV
**Largest force on an atom**: 13.44 eV Å⁻¹
**Total energy**: -1744.21623 Ha


The following is a quantum chemistry calculation of a 11-piece molecular cluster, C48H75N11 overall in a non-equilibrium geometry, from the OMol25 dataset.

The geometry in XYZ format:
```
134
C48H75N11, DFT wB97M-V/def2-TZVPD
C -3.804 4.752 1.030
C -3.188 3.682 1.729
C -2.860 2.706 0.816
N -3.167 3.198 -0.417
C -3.776 4.414 -0.302
H -4.233 5.616 1.510
H -3.011 3.613 2.791
H -2.296 1.810 1.013
H -3.055 2.742 -1.311
H -4.211 4.967 -1.117
C -5.613 -2.926 -2.408
C -4.261 -2.574 -2.522
C -3.689 -2.679 -1.276
N -4.659 -3.071 -0.402
C -5.847 -3.188 -1.073
H -6.357 -2.822 -3.182
H -3.670 -2.340 -3.397
H -2.655 -2.563 -1.001
H -4.518 -3.215 0.610
H -6.717 -3.587 -0.578
C -0.820 0.397 5.460
C -1.472 1.279 4.570
C -2.823 1.099 4.725
N -2.996 0.198 5.742
C -1.781 -0.238 6.209
H 0.251 0.321 5.566
H -1.039 1.903 3.806
H -3.690 1.562 4.287
H -3.890 -0.089 6.095
H -1.758 -0.894 7.061
C -0.533 -4.726 -0.290
C 0.812 -4.536 0.087
C 1.433 -3.868 -0.939
N 0.519 -3.682 -1.932
C -0.692 -4.208 -1.556
H -1.323 -5.198 0.271
H 1.304 -4.975 0.941
H 2.443 -3.509 -1.041
H 0.725 -3.246 -2.812
H -1.530 -4.182 -2.229
C 4.192 -4.181 2.499
C 3.924 -2.845 2.084
C 5.093 -2.149 2.281
N 6.024 -2.992 2.821
C 5.467 -4.229 2.989
H 3.554 -5.049 2.437
H 3.035 -2.447 1.624
H 5.355 -1.114 2.128
H 6.924 -2.721 3.169
H 5.971 -5.061 3.449
C 4.203 2.071 1.274
C 3.811 3.429 1.304
C 4.917 4.170 1.647
N 5.972 3.311 1.756
C 5.549 2.023 1.557
H 3.571 1.216 1.093
H 2.822 3.805 1.100
H 5.101 5.231 1.671
H 6.915 3.604 1.926
H 6.252 1.219 1.696
C -3.176 2.666 -4.204
C -2.284 2.021 -3.299
C -2.828 0.826 -2.925
N -4.036 0.702 -3.568
C -4.211 1.780 -4.389
H -3.156 3.650 -4.637
H -1.349 2.406 -2.921
H -2.576 0.143 -2.129
H -4.694 -0.045 -3.448
H -5.120 1.851 -4.966
C 0.567 0.857 0.986
C -0.073 0.761 -0.270
C -0.260 -0.571 -0.555
N 0.174 -1.288 0.528
C 0.649 -0.426 1.476
H 0.835 1.746 1.531
H -0.313 1.553 -0.963
H -0.583 -1.041 -1.466
H 0.095 -2.290 0.607
H 0.974 -0.805 2.431
C 2.987 -0.446 -2.670
C 3.307 -0.986 -1.399
C 4.500 -1.637 -1.549
N 4.921 -1.507 -2.846
C 3.984 -0.776 -3.542
H 2.159 0.218 -2.868
H 2.706 -0.893 -0.508
H 5.093 -2.163 -0.816
H 5.791 -1.807 -3.239
H 4.087 -0.504 -4.579
C -5.563 -4.974 2.520
C -5.162 -3.602 3.080
N -3.960 -3.083 2.465
C -3.739 -1.653 2.702
C -4.835 -0.740 2.142
C -2.750 -3.875 2.668
C -2.298 -4.054 4.113
H -6.543 -5.244 2.924
H -4.912 -5.775 2.876
H -5.626 -4.982 1.433
H -5.996 -2.931 2.872
H -5.096 -3.727 4.173
H -2.790 -1.364 2.235
H -3.531 -1.449 3.762
H -4.491 0.290 2.202
H -5.705 -0.811 2.799
H -5.072 -1.024 1.123
H -2.779 -4.819 2.115
H -1.985 -3.332 2.100
H -2.525 -3.177 4.720
H -2.871 -4.849 4.603
H -1.244 -4.321 4.147
C 3.732 5.533 -6.146
C 3.128 4.534 -5.190
N 4.017 4.106 -4.125
C 4.394 5.206 -3.233
C 5.304 4.715 -2.119
C 3.480 2.966 -3.405
C 2.219 3.239 -2.578
H 3.837 6.537 -5.730
H 3.096 5.643 -7.027
H 4.718 5.204 -6.482
H 2.156 4.907 -4.814
H 2.785 3.647 -5.737
H 4.923 5.934 -3.854
H 3.541 5.773 -2.828
H 5.802 5.591 -1.696
H 4.769 4.174 -1.340
H 6.085 4.050 -2.490
H 4.195 2.440 -2.768
H 3.232 2.154 -4.101
H 1.925 2.352 -2.008
H 1.350 3.577 -3.144
H 2.410 3.987 -1.801
```

**Energy relative to the best compared isomer or geometry (same formula, charge and spin)**: 28.9 kJ/mol
**Net charge**: 0
**Frontier orbital gap**: 8.39 eV
**SMILES string**: c1cc[nH]c1.c1cc[nH]c1.c1cc[nH]c1.c1cc[nH]c1.c1cc[nH]c1.c1cc[nH]c1.c1cc[nH]c1.c1cc[nH]c1.c1cc[nH]c1.CCN(CC)CC.CCN(CC)CC
**Largest force on an atom**: 1.33 eV Å⁻¹
**Total energy**: -2476.22450 Ha


The following is a quantum chemistry calculation of a 16-piece molecular cluster, C27H74IN2O17P overall in a non-equilibrium geometry, from the OMol25 dataset.

The geometry in XYZ format:
```
122
C27H74IN2O17P, DFT wB97M-V/def2-TZVPD
C 4.388 1.453 0.286
C 4.063 2.514 -0.787
C 4.152 3.971 -0.286
C 2.873 4.780 -0.430
O 2.001 4.697 0.707
C 1.071 3.708 0.572
C 1.304 2.520 1.309
N 0.522 1.494 1.232
C -0.547 1.615 0.391
C -1.427 0.513 0.209
P -1.114 -1.091 1.074
O 0.486 -1.387 0.980
I -1.946 -2.749 -0.552
C -2.536 0.653 -0.604
C -2.790 1.862 -1.279
C -1.924 2.920 -1.120
C -0.786 2.823 -0.292
N 0.054 3.900 -0.195
H 5.179 0.788 -0.046
H 3.528 0.826 0.506
H 4.688 1.903 1.229
H 4.734 2.346 -1.618
H 3.042 2.322 -1.115
H 4.532 4.027 0.731
H 4.891 4.475 -0.910
H 2.365 4.460 -1.338
H 3.136 5.819 -0.574
H 2.169 2.464 1.955
H 0.793 -1.511 0.064
H -3.220 -0.170 -0.744
H -3.646 1.979 -1.919
H -2.108 3.847 -1.638
C 1.905 -4.046 -0.574
O 1.782 -2.708 -1.059
H 1.510 -4.070 0.439
H 1.334 -4.732 -1.202
H 2.953 -4.353 -0.562
H 2.130 -2.690 -1.957
C 3.355 -7.399 -2.303
O 3.248 -6.076 -2.818
H 2.954 -7.390 -1.293
H 2.778 -8.105 -2.906
H 4.398 -7.724 -2.266
H 3.601 -6.078 -3.711
C -4.353 -0.412 4.062
O -4.087 -0.501 2.664
H -4.684 -1.391 4.392
H -3.452 -0.136 4.616
H -5.144 0.317 4.259
H -3.792 0.364 2.367
C 8.012 2.729 -1.422
O 7.159 1.630 -1.721
H 7.658 3.177 -0.496
H 9.045 2.398 -1.283
H 7.978 3.480 -2.215
H 7.469 1.232 -2.539
C -2.873 0.198 -4.667
O -3.132 1.570 -4.400
H -3.111 -0.377 -3.774
H -3.495 -0.143 -5.497
H -1.817 0.053 -4.916
H -2.924 2.056 -5.206
C -7.307 -3.272 4.501
O -7.341 -1.956 3.937
H -7.668 -3.203 5.525
H -7.950 -3.953 3.938
H -6.290 -3.652 4.502
H -7.018 -2.020 3.034
C 0.570 0.870 -3.681
O 0.934 0.619 -5.041
H 0.241 -0.068 -3.242
H 1.427 1.250 -3.116
H -0.248 1.594 -3.634
H 1.222 1.453 -5.421
C 4.635 8.057 -1.477
O 5.280 7.647 -2.680
H 5.087 7.511 -0.653
H 4.769 9.129 -1.312
H 3.567 7.826 -1.517
H 4.878 8.128 -3.407
C -3.528 1.628 -8.618
O -2.816 1.512 -7.389
H -4.269 2.413 -8.495
H -2.857 1.898 -9.436
H -4.039 0.693 -8.862
H -2.159 0.818 -7.493
C -5.164 -6.602 3.908
O -5.188 -5.307 3.317
H -5.527 -6.503 4.928
H -5.814 -7.295 3.366
H -4.148 -7.004 3.932
H -4.866 -5.389 2.416
C 3.303 -0.965 -4.093
O 2.506 -2.123 -4.355
H 2.958 -0.521 -3.163
H 4.356 -1.243 -3.988
H 3.193 -0.237 -4.899
H 2.821 -2.504 -5.177
C -6.091 -1.688 8.076
O -5.499 -2.206 6.889
H -5.609 -2.165 8.926
H -5.939 -0.606 8.145
H -7.161 -1.902 8.112
H -5.935 -1.780 6.144
C 8.246 -1.230 -4.011
O 8.227 0.110 -4.503
H 7.832 -1.218 -3.006
H 7.637 -1.886 -4.637
H 9.267 -1.616 -3.968
H 8.592 0.104 -5.391
C 2.331 0.813 4.630
O 3.423 1.679 4.320
H 1.436 1.244 4.189
H 2.491 -0.180 4.202
H 2.192 0.731 5.711
H 4.217 1.301 4.704
C -10.312 -1.196 9.613
O -9.715 -1.695 8.421
H -9.830 -1.690 10.453
H -10.165 -0.117 9.706
H -11.382 -1.418 9.640
H -10.138 -1.260 7.676
```

**Net charge**: 0
**Frontier orbital gap**: 7.99 eV
**Largest force on an atom**: 1.30 eV Å⁻¹
**Total energy**: -3100.55319 Ha


The following is a quantum chemistry calculation of C14H17NTi as an isolated structure in a non-equilibrium geometry, from the OMol25 dataset.

The geometry in XYZ format:
```
33
C14H17NTi, DFT wB97M-V/def2-TZVPD
C 1.653 2.765 -1.703
C 0.693 2.497 -2.750
C 0.738 1.096 -3.051
C 1.726 0.491 -2.215
C 2.299 1.510 -1.377
Ti 0.088 1.578 -0.654
N 0.599 2.012 0.943
C -1.781 2.493 0.223
C -1.886 2.488 -1.182
H 0.184 0.590 -3.849
H 0.080 3.246 -3.257
H 2.044 -0.553 -2.262
H 3.101 1.374 -0.652
H 1.882 3.740 -1.273
H -1.680 3.391 -1.772
H -1.537 3.416 0.764
H 0.736 2.094 1.931
H -2.426 1.699 -1.724
H -2.300 1.759 0.857
C 0.209 -0.943 0.193
C -0.042 -2.010 1.084
C 0.071 -1.852 2.509
C -0.284 -2.889 3.357
C -0.741 -4.110 2.838
C -0.820 -4.303 1.451
C -0.450 -3.288 0.584
H -0.563 -0.135 0.205
H 1.013 -1.025 -0.567
H 0.401 -0.873 2.866
H -0.238 -2.742 4.434
H -1.027 -4.906 3.508
H -1.204 -5.234 1.043
H -0.539 -3.376 -0.499
```

**Net charge**: 0
**Frontier orbital gap (spin up / spin down)**: 5.24 / 5.24 eV
**Largest force on an atom**: 5.50 eV Å⁻¹
**Total energy**: -1447.69384 Ha


The following is a quantum chemistry calculation of a 2-piece molecular cluster, C3H7NSi overall in a non-equilibrium geometry, from the OMol25 dataset.

The geometry in XYZ format:
```
12
C3H7NSi, DFT wB97M-V/def2-TZVPD
C 1.520 -0.115 1.434
C -0.420 1.170 -0.977
C -0.468 -0.354 -0.816
N 2.562 0.287 1.690
Si -0.120 -0.862 0.979
H -0.613 1.454 -2.009
H -1.164 1.661 -0.353
H 0.561 1.553 -0.700
H 0.273 -0.800 -1.486
H -1.445 -0.725 -1.140
H 0.490 -2.760 1.458
H -1.174 -0.510 1.920
```

**Energy relative to the best compared isomer or geometry (same formula, charge and spin)**: 126.4 kJ/mol
**Net charge**: 0
**Frontier orbital gap**: 10.68 eV
**Largest force on an atom**: 3.43 eV Å⁻¹
**Total energy**: -462.68898 Ha